Entry from OMol25: a molecular structure, C31H32N8O4S3SeSr (the ωB97M-V functional and the def2-TZVPD basis).

## Properties
Gap between HOMO and LUMO ... 4.3 eV
Total charge ... -2
Molar mass ... 843.43 g/mol
F_max ... 0.3 eV/Å
Multiplicity ... 1
Electronic energy ... -5566.4669 Ha
HOMO ... -0.677 eV

Last column: Löwdin charge in e.
Cartesian coordinates (Å):
1 O -5.391 1.487 -2.029  0.090
2 H -4.254 4.533 -0.146  0.116
3 H 3.359 1.799 5.565  0.050
4 C 2.435 -2.778 -4.047  -0.357
5 H -0.844 3.729 -1.250  0.047
6 C 3.485 -3.903 -2.042  -0.096
7 H 0.862 4.061 -1.003  0.074
8 C -0.278 -0.870 -1.467  -0.349
9 C -0.044 -0.308 -2.821  -0.039
10 C -2.564 5.453 -2.934  -0.094
11 H -2.559 -5.265 0.604  0.101
12 C -2.596 4.248 -3.622  -0.078
13 C 0.791 -0.948 -3.652  -0.051
14 N 0.798 -1.644 -0.920  0.079
15 H 0.243 1.967 0.235  0.087
16 H -1.126 2.193 2.319  0.079
17 H 5.182 -1.331 5.156  0.029
18 C 4.448 -4.727 -1.467  -0.017
19 S -4.217 2.505 2.556  0.618
20 C -3.247 3.155 -3.075  -0.022
21 H -2.114 4.159 -4.587  0.104
22 H -3.119 -1.738 1.275  0.110
23 C -3.647 2.209 1.025  -0.902
24 H -0.358 4.964 -0.094  0.072
25 C -1.932 -2.272 -0.426  -0.384
26 C -3.839 3.253 -1.821  -0.161
27 H 0.933 -0.624 -4.676  0.099
28 Se 3.690 -3.827 -5.982  0.936
29 C 3.386 -3.747 -3.493  -0.346
30 S 3.041 -2.252 3.784  0.351
31 H 2.119 2.501 4.518  0.034
32 C -3.796 4.457 -1.126  -0.032
33 H -3.330 -3.806 1.273  0.101
34 H 4.208 -0.414 6.302  0.065
35 H -1.041 0.221 1.248  0.004
36 C 1.588 -2.256 -1.778  -0.182
37 H 5.109 -5.286 -2.116  0.106
38 H 0.788 3.176 1.323  0.092
39 C 3.666 -4.028 0.663  -0.127
40 H -1.595 3.825 1.847  0.112
41 S 1.277 0.512 2.847  0.428
42 C 4.547 -4.795 -0.095  -0.050
43 C -4.624 2.086 -1.306  -0.425
44 N -1.992 -3.532 -0.380  0.141
45 H 5.127 0.435 5.056  0.053
46 H 5.289 -5.409 0.394  0.098
47 H -2.059 6.310 -3.361  0.100
48 C -2.378 -1.269 0.630  -0.152
49 N 2.732 -3.259 0.122  0.050
50 C 4.533 -0.462 5.254  -0.191
51 H -1.456 -0.830 2.438  0.059
52 N 4.138 -4.398 -4.321  -0.249
53 H -2.884 -0.463 0.089  0.098
54 H -2.138 1.987 -0.283  0.135
55 H 3.774 2.345 3.937  0.065
56 N 2.453 -2.668 -5.356  -0.273
57 N -4.531 1.763 0.033  0.090
58 H -3.143 6.495 -1.149  0.104
59 O -0.176 -4.637 1.581  -0.120
60 C -0.098 3.978 -0.491  -0.096
61 H -0.597 0.574 -3.125  0.083
62 O -1.412 -3.228 2.782  -0.111
63 Sr 0.900 -2.249 1.810  1.109
64 H -3.303 2.215 -3.610  0.123
65 C -1.256 -4.059 1.851  -0.751
66 O -1.491 -1.716 -1.592  -0.013
67 C 2.995 1.853 4.535  -0.186
68 C -2.410 -4.213 0.843  -0.147
69 C 2.627 -3.177 -1.210  -0.116
70 N -1.277 -0.739 1.445  -0.066
71 C 1.583 -2.037 -3.172  -0.139
72 H -0.530 -0.075 -0.757  0.098
73 C -0.023 2.953 0.630  -0.261
74 C 2.636 0.493 3.971  -0.850
75 C 3.351 -0.597 4.312  -0.856
76 C -1.290 2.849 1.458  -0.222
77 H -5.312 1.221 0.376  0.133
78 C -3.171 5.558 -1.689  -0.085
79 N -2.382 2.322 0.638  0.021
80 H 3.728 -4.009 1.747  0.054

Entry from OMol25: 2 unconnected molecules or ions with the total composition C31H32NO2 (the ωB97M-V functional and the def2-TZVPD basis).

## Properties
Gap between HOMO and LUMO ... 4.9 eV
Total charge ... +1
Molar mass ... 450.60 g/mol
F_max ... 1.9 eV/Å
Multiplicity ... 1
Electronic energy ... -1405.4398 Ha
HOMO ... -9.810 eV

Last column: natural (NBO) charge in e.
Cartesian coordinates (Å):
1 H 0.269 2.405 2.592  0.233
2 H 1.243 -4.366 -0.773  0.215
3 H -2.951 0.191 -1.147  0.160
4 O 5.841 1.950 2.264  -0.461
5 C 6.619 0.769 2.687  -0.069
6 H 1.499 2.420 0.942  0.230
7 H 2.650 0.243 -0.850  0.211
8 C 0.738 -0.111 1.469  0.126
9 C -0.381 -1.749 -2.241  -0.024
10 H 3.776 3.402 1.318  0.249
11 O -4.237 1.858 2.981  -0.438
12 C -2.858 0.130 -2.247  -0.196
13 C 4.391 0.129 2.184  -0.103
14 C -2.899 0.214 2.018  -0.025
15 C -1.354 1.765 -3.197  -0.196
16 C -0.403 -0.277 -2.155  0.193
17 C -0.622 1.817 2.390  -0.087
18 H -5.855 1.086 1.911  0.205
19 H -5.645 0.427 3.563  0.211
20 H 2.954 -1.457 2.246  0.229
21 C -5.124 0.724 2.645  -0.069
22 H -2.312 -4.373 -3.244  0.223
23 C -1.676 -0.258 1.593  -0.106
24 C -1.849 2.328 2.738  -0.280
25 C 0.660 -2.468 -1.604  -0.010
26 C -2.769 2.168 -3.635  -0.413
27 C 0.504 -3.837 -1.379  -0.224
28 H 7.008 0.976 3.692  0.208
29 C -4.259 -0.408 2.076  -0.481
30 C -1.501 -3.837 -2.749  -0.224
31 H 2.508 -0.238 -2.545  0.218
32 C 0.685 0.348 -1.588  -0.274
33 H -2.868 2.071 -4.720  0.217
34 C 1.930 -1.793 -1.193  -0.413
35 H -3.156 -0.885 -2.534  0.206
36 H 2.082 -1.919 -0.113  0.189
37 C -1.367 -2.463 -2.937  -0.205
38 C 4.588 1.514 1.961  0.471
39 H -4.434 0.744 -3.624  0.220
40 H 0.673 -1.187 1.282  0.227
41 C 5.688 -0.447 2.663  -0.465
42 C -3.729 1.203 -2.923  -0.415
43 N -1.489 0.418 -2.661  -0.450
44 C 2.043 0.439 1.636  -0.195
45 H -0.729 -5.577 -1.721  0.222
46 C 2.011 -0.293 -1.558  -0.441
47 H -1.984 3.319 3.166  0.252
48 C -2.982 1.510 2.583  0.403
49 C -0.588 -4.515 -1.921  -0.194
50 H 5.596 -0.882 3.665  0.239
51 H -4.609 -0.746 1.092  0.243
52 H 7.453 0.664 1.982  0.206
53 H 0.603 1.399 -1.328  0.201
54 C 3.558 2.354 1.502  -0.305
55 C 2.310 1.807 1.329  -0.115
56 H -2.961 3.209 -3.368  0.219
57 H -1.995 -1.938 -3.658  0.222
58 C -0.488 0.514 1.798  -0.191
59 H 2.787 -2.303 -1.661  0.235
60 H -4.273 -1.277 2.750  0.239
61 H -4.310 1.731 -2.161  0.209
62 H -0.634 1.792 -4.029  0.212
63 H 6.067 -1.227 1.992  0.241
64 H -0.972 2.444 -2.416  0.166
65 H -1.601 -1.250 1.144  0.233
66 C 3.129 -0.403 2.022  -0.110

Entry from OMol25: a molecular structure, C31H33BN11O3S2Zn (the ωB97M-V functional and the def2-TZVPD basis).

## Properties
Gap between HOMO and LUMO ... 3.7 eV
Total charge ... -1
Molar mass ... 748.01 g/mol
F_max ... 1.0 eV/Å
Multiplicity ... 1
Electronic energy ... -4629.9032 Ha
HOMO ... -3.373 eV

Last column: Löwdin charge in e.
Cartesian coordinates (Å):
1 H 4.728 -1.513 0.594  0.076
2 H -1.033 9.263 -0.453  0.093
3 H -2.491 0.768 -2.547  0.065
4 H -0.074 -1.809 4.125  0.114
5 S -2.360 -2.093 0.386  0.565
6 H 2.804 -2.921 1.651  0.063
7 C 0.137 -1.376 3.164  0.024
8 N 0.850 -1.034 -1.410  0.053
9 N -0.023 -0.022 -1.621  0.035
10 N 2.655 0.230 -0.210  0.029
11 H 2.668 -2.920 -2.251  0.065
12 H -0.070 5.743 2.453  0.083
13 H -2.051 -8.276 -0.782  0.075
14 H 4.718 -1.493 -1.164  0.078
15 C -2.369 -6.097 0.063  -0.064
16 C -0.148 -5.443 0.668  -0.040
17 B 1.769 -1.046 -0.169  -0.501
18 C -1.047 -6.468 0.350  -0.186
19 C 1.042 -1.837 2.225  -0.288
20 N -3.075 2.254 0.102  -0.014
21 C 3.108 2.333 -0.255  -0.337
22 H 2.458 -2.013 -0.207  0.108
23 H 1.661 -3.425 -3.615  0.080
24 C -2.768 -4.784 0.081  -0.135
25 H -0.891 3.550 -1.823  0.117
26 H -3.797 -4.523 -0.128  0.089
27 C -1.694 0.671 -3.284  -0.019
28 C -0.534 6.091 0.387  -0.209
29 C -0.201 3.920 1.334  -0.089
30 H 1.449 -3.933 2.137  0.060
31 N 0.066 -0.052 1.389  0.018
32 H 1.246 -3.926 -1.976  0.085
33 H -1.287 1.664 -3.488  0.067
34 H 0.036 3.273 2.169  0.124
35 N -5.276 -0.369 -0.470  0.173
36 C -1.546 0.612 3.122  -0.025
37 C -0.465 -0.260 2.585  -0.356
38 H 0.874 -5.718 0.903  0.109
39 H -3.127 -6.853 -0.130  0.102
40 H 3.528 4.264 -1.053  0.079
41 H -1.462 7.833 -1.297  0.090
42 H -2.478 0.049 3.180  0.085
43 C 3.995 0.313 -0.260  -0.275
44 N 2.103 1.468 -0.205  0.084
45 O -1.333 -8.754 -0.350  0.074
46 C 4.330 1.653 -0.288  0.004
47 C 1.646 -3.107 -2.573  -0.008
48 N -0.414 3.320 0.164  -0.003
49 N -6.026 3.901 0.449  0.124
50 H -1.300 0.971 4.122  0.077
51 C -1.869 -3.729 0.375  -0.759
52 H 5.318 2.077 -0.334  0.103
53 C 0.796 -1.891 -2.446  -0.256
54 O -2.285 1.255 -0.163  -0.268
55 H 3.214 4.258 0.680  0.082
56 H -1.000 5.986 -1.739  0.108
57 S -0.105 8.342 1.914  0.691
58 Zn -0.238 1.247 -0.093  0.666
59 C -4.868 0.678 -0.237  -0.205
60 C -0.777 5.450 -0.829  0.009
61 C -0.641 -0.247 -2.772  -0.325
62 H -1.722 1.464 2.467  0.044
63 C -0.565 -7.852 0.336  -0.503
64 N 0.971 -1.029 1.154  0.039
65 H 1.880 4.080 -0.461  0.041
66 N -0.921 8.269 -0.572  0.079
67 C 4.890 -0.881 -0.279  -0.021
68 H -0.452 -1.875 -4.262  0.108
69 C 1.970 -2.998 2.342  -0.008
70 H 2.363 -3.047 3.357  0.087
71 H 0.165 -3.344 0.888  0.047
72 H -2.116 0.280 -4.207  0.078
73 C -5.273 3.049 0.276  -0.207
74 C -0.251 5.290 1.490  -0.017
75 C -0.552 7.577 0.530  -0.814
76 C -4.356 1.978 0.053  -0.321
77 C -0.543 -4.129 0.667  -0.131
78 C -0.148 -1.418 -3.338  0.024
79 O 0.449 -8.249 0.858  0.072
80 C -0.709 4.073 -0.894  -0.111
81 C 2.916 3.814 -0.271  -0.027
82 H 5.928 -0.555 -0.281  0.077

Result set for relative energy (zero: lowest compared OMol25 entry of this formula, charge and spin): 52.6 0.0 33.7 kcal/mol, one per record in the order listed.